{
  "formula": "C44H47Br2IN6O3SiSn",
  "method": "ωB97M-V with the def2-TZVPD basis set",
  "gap_ev": 4.95,
  "e_tot_ev": -223366.7960,
  "homo_energy_ev": -6.22,
  "multiplicity": 1,
  "charge": 0,
  "fmax_ev_per_a": 0.98,
  "mol_weight_g_mol": 1141.4,
  "symbols": ["Sn", "C", "Si", "C", "C", "N", "C", "C", "C", "C", "C", "C", "O", "C", "C", "C", "C", "C", "C", "H", "H", "H", "H", "H", "H", "H", "H", "H", "H", "H", "H", "H", "H", "H", "H", "H", "H", "I", "C", "C", "C", "C", "C", "C", "C", "C", "C", "C", "H", "H", "H", "H", "H", "H", "O", "N", "O", "C", "C", "C", "C", "C", "C", "N", "C", "C", "N", "C", "C", "C", "C", "H", "H", "H", "H", "H", "H", "H", "Br", "C", "Br", "H", "H", "C", "C", "N", "C", "C", "C", "C", "N", "H", "H", "H", "H", "H", "H", "H", "H", "H", "H", "H", "H", "H", "H"],
  "coordinates": [[0.32410, -0.36728, 0.02701], [0.16963, 2.20473, 4.95940], [1.24320, 1.30971, 3.66469], [3.06822, 1.82388, 3.95613], [1.37326, -0.46836, 4.33270], [0.55909, 1.55347, 2.10043], [0.26775, 2.85169, 1.74745], [0.99362, 3.95965, 2.25723], [0.64534, 5.27938, 2.05052], [-0.48751, 5.57827, 1.31470], [-1.19764, 4.53732, 0.73745], [-0.80212, 3.21260, 0.87140], [-1.49566, 2.17771, 0.24958], [-2.38425, 2.43000, -0.76405], [-3.57622, 1.71763, -0.75300], [-4.47379, 1.83583, -1.80218], [-4.21157, 2.69562, -2.85801], [-3.03378, 3.43024, -2.85700], [-2.12096, 3.29632, -1.82393], [0.46458, 1.93482, 5.97621], [-0.88568, 1.95041, 4.83375], [0.24285, 3.28827, 4.85826], [3.26478, 1.86538, 5.03007], [3.36427, 2.78322, 3.53316], [3.73637, 1.07156, 3.52685], [2.04802, -0.41806, 5.19075], [1.80228, -1.17937, 3.62831], [0.44342, -0.89298, 4.70359], [1.87480, 3.74372, 2.83853], [1.24974, 6.06754, 2.48391], [-0.81935, 6.59981, 1.18619], [-2.09010, 4.77724, 0.17903], [-3.78667, 1.07010, 0.08552], [-5.39252, 1.26227, -1.78449], [-4.92005, 2.79686, -3.66974], [-2.82576, 4.11751, -3.66762], [-1.20065, 3.86337, -1.84615], [3.23928, -0.64127, 1.18331], [3.72965, -2.24332, -0.12160], [5.03793, -2.63412, -0.16790], [5.40420, -3.72772, -0.97224], [4.44548, -4.41560, -1.65798], [3.08588, -4.03168, -1.59349], [2.09541, -4.78884, -2.26031], [0.78566, -4.42098, -2.17996], [0.42721, -3.24929, -1.48274], [1.32904, -2.43326, -0.83289], [2.69094, -2.87858, -0.84529], [5.78608, -2.11324, 0.41370], [6.44395, -4.02287, -1.02106], [4.71580, -5.27368, -2.26193], [2.39522, -5.66687, -2.81996], [0.01711, -5.00998, -2.66726], [-0.62346, -2.98721, -1.45951], [-4.81831, -4.13361, -4.94082], [-4.09290, -3.31772, -5.47605], [-3.99732, -3.21589, -6.68625], [-3.28495, -2.41810, -4.66035], [-2.44116, -1.60596, -5.34434], [-1.61812, -0.66202, -4.69168], [-0.82211, 0.23212, -5.42661], [-0.16473, 1.22231, -4.75678], [-0.23359, 1.24158, -3.36151], [-0.85822, 0.34261, -2.62838], [-1.60105, -0.58334, -3.27958], [-2.47297, -1.47633, -2.53746], [-2.44165, -1.38676, -1.20020], [-3.31794, -2.06498, -0.49689], [-4.27273, -2.90398, -1.06735], [-4.28132, -3.07234, -2.42684], [-3.36148, -2.35248, -3.21884], [-2.41603, -1.66461, -6.42238], [-0.77292, 0.14032, -6.50430], [0.41501, 1.97157, -5.27809], [0.25850, 2.03100, -2.81388], [-3.28054, -1.93236, 0.57473], [-4.98636, -3.41752, -0.43864], [-4.99437, -3.73186, -2.88475], [-2.87943, 0.25185, 2.69648], [-2.11069, -1.23460, 3.63967], [-0.95273, -2.34719, 2.54210], [-2.91208, -1.86402, 4.00412], [-1.51480, -0.83560, 4.44852], [3.42742, 3.85969, -0.26404], [2.82347, 3.69091, -1.65755], [3.21640, 2.46240, -2.34602], [4.23655, 2.59319, -3.37841], [5.60073, 2.98626, -2.81734], [2.61520, 1.29347, -2.02931], [2.91521, 0.06531, -2.83997], [1.76106, 1.18832, -1.06624], [3.04546, 4.77605, 0.18532], [4.51398, 3.91624, -0.31221], [3.16230, 3.03030, 0.39192], [3.12583, 4.52315, -2.29469], [1.73061, 3.72305, -1.58577], [3.90506, 3.34607, -4.10082], [4.33625, 1.65134, -3.90744], [5.58989, 3.99772, -2.41288], [6.34924, 2.94723, -3.60871], [5.89527, 2.29715, -2.02556], [2.75728, 0.24691, -3.90328], [2.24888, -0.72896, -2.51593], [3.94328, -0.26509, -2.68212], [1.59395, 2.04087, -0.53633]],
  "forces_ev_per_angstrom": [[-0.16, 0.00, -0.01], [0.23, -0.02, -0.17], [-0.18, 0.18, 0.47], [-0.17, 0.06, -0.24], [-0.12, 0.07, -0.31], [0.42, -0.20, -0.20], [0.02, -0.29, 0.03], [-0.08, 0.01, -0.19], [-0.04, -0.01, 0.03], [0.05, 0.19, 0.03], [-0.07, -0.16, -0.08], [0.21, 0.38, 0.17], [-0.08, -0.10, 0.06], [-0.04, 0.12, -0.10], [0.07, -0.04, 0.11], [-0.03, 0.03, -0.01], [-0.02, -0.05, -0.08], [-0.04, -0.05, 0.00], [0.15, -0.04, 0.03], [0.04, 0.01, 0.02], [-0.01, -0.08, -0.06], [0.01, 0.03, 0.04], [0.00, -0.06, 0.03], [0.04, 0.01, 0.01], [0.05, -0.02, 0.10], [0.05, 0.08, 0.01], [-0.04, -0.04, 0.07], [-0.08, 0.01, -0.01], [-0.02, 0.03, 0.06], [-0.01, 0.01, 0.02], [-0.02, 0.00, -0.03], [-0.05, -0.07, -0.08], [0.05, -0.09, 0.00], [0.00, 0.00, 0.01], [0.00, 0.01, 0.00], [0.04, -0.01, -0.01], [0.03, 0.02, 0.07], [0.37, -0.50, -0.21], [0.06, 0.44, 0.29], [-0.10, 0.13, 0.05], [0.02, -0.09, -0.07], [0.12, 0.01, 0.03], [-0.03, 0.20, 0.09], [-0.16, -0.03, -0.08], [0.11, -0.11, -0.09], [-0.07, 0.36, 0.21], [0.05, 0.22, 0.05], [-0.05, -0.16, -0.08], [0.01, -0.01, 0.01], [0.00, -0.03, -0.01], [-0.02, -0.03, 0.01], [0.02, -0.01, 0.01], [0.02, -0.02, 0.00], [-0.06, 0.00, -0.05], [0.09, 0.05, 0.20], [-0.33, -0.39, -0.66], [0.03, 0.06, 0.12], [0.62, 0.73, 0.20], [-0.38, -0.49, -0.15], [0.26, 0.17, 0.61], [-0.13, -0.03, -0.01], [0.12, 0.05, -0.17], [-0.07, -0.15, 0.21], [-0.30, -0.27, -0.26], [0.11, 0.16, -0.52], [-0.25, -0.20, -0.16], [-0.11, 0.21, 0.06], [0.11, 0.10, 0.09], [-0.05, -0.08, -0.15], [0.04, 0.10, 0.16], [-0.03, -0.07, 0.10], [-0.01, -0.03, -0.02], [-0.04, 0.05, -0.02], [-0.01, 0.03, 0.00], [0.09, 0.02, 0.03], [0.09, 0.00, 0.15], [0.00, -0.03, -0.01], [-0.01, -0.03, -0.05], [0.05, -0.10, 0.01], [0.03, -0.06, -0.11], [-0.28, -0.04, 0.17], [0.03, -0.01, -0.04], [0.04, 0.00, -0.02], [0.01, -0.01, -0.11], [0.08, 0.02, 0.22], [-0.09, 0.04, -0.11], [0.17, 0.03, 0.06], [-0.10, -0.03, -0.04], [0.07, -0.01, 0.01], [-0.01, 0.04, 0.08], [-0.47, -0.03, 0.18], [-0.01, -0.03, 0.04], [0.03, 0.00, -0.02], [-0.01, 0.02, 0.05], [-0.03, -0.01, -0.02], [0.01, 0.04, -0.05], [-0.01, -0.05, -0.02], [-0.08, -0.01, -0.03], [0.02, 0.00, 0.04], [0.02, 0.03, 0.00], [0.03, 0.00, 0.01], [0.03, -0.01, -0.01], [0.01, -0.04, 0.01], [0.02, 0.00, -0.03], [0.09, -0.05, 0.04]],
  "lowdin_charge": [1.059, -0.166, 0.318, -0.202, -0.229, -0.166, -0.359, -0.095, -0.118, -0.116, -0.047, -0.200, -0.088, -0.285, -0.018, -0.080, -0.099, -0.084, -0.056, 0.025, 0.011, 0.019, 0.029, 0.006, -0.034, 0.033, -0.054, -0.020, 0.063, 0.099, 0.092, 0.108, 0.067, 0.105, 0.098, 0.104, 0.113, 1.150, -0.575, -0.165, -0.087, -0.041, -0.172, -0.047, -0.081, -0.156, -0.298, -0.277, 0.087, 0.103, 0.111, 0.109, 0.101, 0.057, 0.078, -0.335, 0.073, -0.068, 0.069, -0.126, 0.007, -0.031, -0.138, 0.126, -0.122, -0.164, 0.095, -0.133, -0.022, 0.013, -0.051, 0.131, 0.124, 0.112, 0.092, 0.061, 0.112, 0.101, 0.669, -0.996, 0.602, -0.001, -0.025, -0.052, -0.189, -0.071, -0.208, -0.069, -0.443, 0.005, -0.041, 0.079, 0.068, 0.062, 0.122, 0.112, 0.122, 0.099, 0.068, 0.077, 0.083, 0.086, 0.059, 0.100, 0.026]
}

=====

{
  "formula": "C44H47CaF6Ge2NO2PS",
  "method": "ωB97M-V with the def2-TZVPD basis set",
  "gap_ev": [4.72, 3.86],
  "e_tot_ev": -219884.0461,
  "homo_energy_ev": [-0.82, -0.82],
  "multiplicity": 2,
  "charge": -2,
  "fmax_ev_per_a": 0.82,
  "mol_weight_g_mol": 984.2,
  "symbols": ["Ca", "O", "C", "O", "C", "C", "C", "C", "C", "C", "S", "H", "H", "H", "H", "C", "C", "Ge", "C", "C", "C", "C", "Ge", "C", "C", "C", "C", "C", "C", "C", "C", "C", "C", "H", "H", "H", "H", "H", "H", "H", "H", "H", "H", "H", "H", "H", "H", "H", "H", "H", "H", "H", "H", "H", "H", "H", "H", "H", "H", "F", "P", "F", "F", "F", "F", "F", "C", "C", "C", "C", "C", "C", "C", "C", "C", "C", "C", "C", "C", "C", "C", "H", "H", "H", "H", "H", "H", "H", "H", "H", "H", "N", "C", "C", "C", "C", "C", "C", "H", "H", "H", "H", "H", "H", "H"],
  "coordinates": [[0.14944, -0.53668, 0.67120], [-1.24153, 1.14621, -0.03088], [-1.68489, 1.26713, 1.13932], [-1.18441, 0.73355, 2.15515], [-2.92137, 2.10515, 1.36901], [-2.86200, 3.48357, 1.20981], [-3.95904, 4.27641, 1.51427], [-5.13675, 3.69161, 1.96060], [-5.21813, 2.31106, 2.07880], [-4.11370, 1.52232, 1.78408], [-4.26889, -0.25646, 1.93640], [-1.93649, 3.92682, 0.86322], [-3.89286, 5.35186, 1.40504], [-5.99799, 4.30423, 2.19683], [-6.14161, 1.83566, 2.38422], [3.50325, 3.17156, 3.43562], [2.22553, 2.45657, 3.00133], [2.42477, 0.66934, 2.04821], [3.66288, -0.26981, 3.37649], [5.17141, -0.13020, 3.17636], [3.78121, 1.16018, 0.64934], [3.79301, 0.86009, -0.66573], [2.10752, 0.03188, -1.46908], [1.18549, 1.42930, -2.64623], [1.79958, 2.36972, -3.68275], [2.69916, -1.37748, -2.80772], [3.65697, -1.11537, -3.97016], [5.04289, 1.16279, -1.41861], [6.30292, 1.01301, -0.82107], [7.47378, 1.31199, -1.50191], [7.43016, 1.76602, -2.81420], [6.19423, 1.89290, -3.43508], [5.02868, 1.58159, -2.75116], [3.31083, 4.11130, 3.97130], [4.13163, 3.41221, 2.57409], [4.09879, 2.53926, 4.10038], [1.63830, 3.10596, 2.34117], [1.59133, 2.26534, 3.87569], [3.40025, -1.33190, 3.34752], [3.37787, 0.08386, 4.37538], [5.46619, -0.51013, 2.19477], [5.74971, -0.68290, 3.92869], [5.49392, 0.91352, 3.21763], [4.67463, 1.68295, 1.01751], [0.62162, 2.03140, -1.92486], [0.42673, 0.80942, -3.13989], [2.52619, 3.05009, -3.23146], [1.03434, 2.99628, -4.16454], [2.31119, 1.82650, -4.48325], [1.74156, -1.73737, -3.20539], [3.08217, -2.20516, -2.20033], [3.29229, -0.31164, -4.61693], [3.78893, -2.00335, -4.60347], [4.64642, -0.81893, -3.61948], [6.35543, 0.63636, 0.19307], [8.42939, 1.17839, -1.00592], [8.34425, 1.99893, -3.34852], [6.13528, 2.22397, -4.46647], [4.07724, 1.64990, -3.25526], [-0.68567, -2.31906, 1.84261], [0.11030, -3.60305, 1.12026], [0.41343, -4.20027, 2.57827], [1.46142, -2.70494, 1.18566], [-1.28552, -4.38888, 1.05440], [0.87339, -4.79330, 0.39012], [-0.22815, -2.87208, -0.31158], [-4.03038, -0.67799, 0.32761], [-3.85580, -0.98375, -0.83583], [-3.63812, -1.31227, -2.17015], [-3.08966, -0.31948, -3.07429], [-2.96767, 1.01947, -2.66410], [-2.41084, 1.96966, -3.49691], [-1.95949, 1.61990, -4.76358], [-2.05379, 0.29749, -5.17807], [-2.60548, -0.66237, -4.34808], [-3.98893, -2.67877, -2.58710], [-4.68711, -2.92619, -3.77340], [-5.04007, -4.21748, -4.13077], [-4.70263, -5.28850, -3.31309], [-4.01601, -5.05435, -2.12926], [-3.66715, -3.76381, -1.76548], [-3.27052, 1.29832, -1.66338], [-2.29335, 2.98411, -3.13815], [-1.50045, 2.36225, -5.40388], [-1.66532, 0.00412, -6.14576], [-2.62227, -1.69517, -4.66890], [-4.96740, -2.09348, -4.40598], [-5.58663, -4.38761, -5.05073], [-4.97392, -6.29790, -3.59674], [-3.74044, -5.87957, -1.48486], [-3.12124, -3.58594, -0.84585], [-0.45988, -1.04120, 4.55361], [-1.75961, -1.05929, 5.01718], [-2.34366, -2.23053, 5.51401], [-3.63669, -2.22055, 6.01238], [-4.38683, -1.05199, 6.03216], [-3.81317, 0.11370, 5.53286], [-2.52413, 0.11762, 5.03222], [-0.09349, -1.93090, 4.25130], [-0.28525, -0.31227, 3.87176], [-1.77593, -3.15365, 5.48442], [-4.06684, -3.14515, 6.38089], [-5.39931, -1.05077, 6.41612], [-4.38440, 1.03615, 5.52202], [-2.09505, 1.01892, 4.61395]],
  "forces_ev_per_angstrom": [[0.74, -0.14, -0.33], [-0.43, 0.37, 0.08], [-0.13, 0.20, 0.03], [-0.23, -0.01, 0.03], [0.08, 0.06, -0.04], [0.01, 0.01, 0.00], [-0.02, -0.03, 0.02], [0.03, 0.00, -0.03], [0.00, 0.00, -0.01], [-0.07, -0.05, 0.04], [-0.05, 0.00, 0.04], [0.00, 0.00, 0.00], [0.00, 0.00, 0.00], [0.00, 0.00, 0.00], [0.00, 0.00, 0.01], [0.01, -0.01, 0.00], [0.01, 0.00, -0.02], [0.28, 0.25, 0.18], [-0.02, -0.02, -0.03], [0.00, 0.01, 0.00], [-0.02, 0.01, 0.01], [-0.06, 0.02, 0.02], [0.23, 0.03, -0.28], [0.00, 0.02, 0.06], [0.00, 0.00, -0.02], [0.00, 0.02, 0.00], [0.00, 0.00, 0.00], [0.03, -0.02, -0.05], [0.02, -0.05, -0.01], [0.00, 0.00, -0.01], [0.00, 0.00, 0.00], [0.01, 0.00, 0.00], [-0.02, 0.06, 0.02], [0.00, 0.00, -0.01], [0.00, -0.01, 0.00], [-0.01, 0.01, 0.00], [0.01, 0.00, 0.00], [0.00, 0.00, 0.00], [-0.01, 0.00, 0.01], [0.00, 0.01, 0.00], [0.00, 0.00, 0.00], [0.00, 0.00, 0.00], [0.00, 0.00, 0.00], [0.00, -0.02, 0.01], [0.00, -0.01, -0.01], [-0.04, -0.01, -0.02], [-0.01, 0.01, 0.00], [0.01, -0.02, 0.00], [0.01, 0.00, 0.01], [0.00, -0.01, 0.00], [0.01, 0.00, 0.00], [0.01, 0.01, 0.01], [-0.01, 0.00, -0.01], [-0.01, -0.02, -0.01], [0.00, 0.01, -0.01], [0.00, 0.00, 0.00], [0.00, 0.00, 0.00], [0.00, 0.00, 0.00], [0.02, 0.01, 0.01], [-0.16, -0.37, 0.18], [-0.05, -0.17, 0.11], [0.01, 0.00, -0.06], [-0.10, -0.15, 0.04], [-0.05, -0.02, -0.06], [0.00, 0.06, 0.00], [-0.09, -0.10, 0.05], [-0.12, 0.03, 0.18], [0.17, -0.06, -0.14], [-0.04, 0.01, -0.01], [-0.02, 0.04, 0.00], [0.00, 0.02, 0.02], [0.02, -0.02, -0.01], [0.00, 0.00, 0.00], [0.00, 0.00, -0.01], [0.02, -0.01, 0.00], [0.00, -0.07, 0.02], [0.02, 0.00, 0.00], [0.00, -0.01, 0.00], [-0.01, 0.02, -0.01], [0.01, 0.01, 0.01], [0.02, 0.03, 0.05], [-0.01, -0.02, -0.04], [-0.01, 0.01, 0.00], [0.01, 0.00, 0.00], [0.01, 0.00, 0.00], [0.00, 0.01, 0.01], [0.00, 0.00, 0.00], [0.00, 0.00, 0.00], [0.00, 0.00, 0.00], [0.01, 0.00, 0.00], [0.01, -0.03, -0.03], [-0.12, 0.15, 0.06], [-0.04, -0.04, -0.05], [0.01, 0.02, -0.01], [0.00, 0.00, 0.00], [0.00, 0.00, 0.00], [0.00, 0.01, 0.00], [0.02, -0.03, 0.02], [-0.02, 0.00, -0.03], [0.13, -0.02, 0.01], [0.00, 0.00, 0.00], [0.00, 0.00, 0.00], [0.00, 0.00, 0.00], [0.01, 0.00, 0.00], [0.00, 0.02, 0.00]],
  "lowdin_charge": [1.048, -0.123, -0.682, -0.131, -0.136, -0.011, -0.086, -0.099, -0.104, -0.435, 1.012, 0.125, 0.097, 0.094, 0.097, -0.219, -0.437, 0.802, -0.422, -0.221, -0.311, -0.381, 0.861, -0.415, -0.211, -0.423, -0.207, -0.239, -0.051, -0.114, -0.135, -0.106, -0.071, 0.044, 0.048, 0.041, 0.031, 0.030, 0.024, 0.036, 0.046, 0.047, 0.042, 0.031, 0.024, 0.024, 0.052, 0.042, 0.042, 0.028, 0.033, 0.043, 0.047, 0.043, 0.092, 0.087, 0.080, 0.091, 0.061, -0.283, 0.159, -0.139, -0.204, -0.142, -0.121, -0.214, -0.356, -0.045, -0.120, -0.166, -0.020, -0.081, -0.106, -0.093, -0.036, -0.181, -0.052, -0.100, -0.109, -0.078, -0.008, 0.099, 0.106, 0.094, 0.097, 0.105, 0.112, 0.093, 0.090, 0.103, 0.110, 0.129, -0.322, -0.045, -0.121, -0.140, -0.130, -0.060, 0.079, 0.048, 0.106, 0.090, 0.081, 0.094, 0.106]
}